{"formula": "C2H5N3O3", "method": "ωB97M-V with the def2-TZVPD basis set", "homo_energy_ev": -10.19, "relative_energy_ev": 6.2715, "smiles": "[H]/N=C(/NO)N(O)C=O", "energy_ev": -12761.330, "homo_lumo_gap_ev": 10.4, "species": ["O", "O", "O", "N", "N", "N", "C", "C", "H", "H", "H", "H", "H"], "coordinates": [[-1.461, 0.949, -1.176], [-0.223, 2.032, 0.794], [0.032, -2.191, -0.284], [0.788, 1.563, -0.209], [1.661, -0.459, 1.212], [-0.075, -0.786, -0.504], [-1.314, -0.223, -1.055], [0.764, 0.029, 0.307], [-1.127, 2.434, 0.228], [1.487, -1.364, 1.038], [1.618, 1.506, 0.492], [-0.249, -2.310, 0.600], [-1.900, -1.181, -1.443]], "atomic_forces_ev_per_a": [[-1.249, -0.639, -0.489], [-3.139, 2.316, -2.422], [-0.006, 1.701, -1.940], [0.761, -4.222, 5.322], [-3.294, 6.363, -3.554], [-0.359, 1.050, 0.873], [1.549, -3.195, -0.392], [2.513, -0.391, -0.368], [4.335, -1.955, 1.949], [-0.074, -4.958, 0.199], [-0.707, 2.213, -1.545], [-0.749, -0.428, 1.757], [0.420, 2.146, 0.610]], "nbo_charge": [-0.5287, -0.6217, -0.5234, -0.2858, -0.6666, -0.2297, 0.5478, 0.5007, 0.4964, 0.3269, 0.3738, 0.4647, 0.1456]}